Run i
C4H10O | ωB97M-V with the def2-TZVPD basis set

```
15
Properties=species:S:1:pos:R:3:nbo_charge:R:1
C -2.40 1.03 -0.51 -0.3883
C -3.36 0.15 -0.43 -0.4018
H -1.34 0.65 -0.37 0.1874
H -2.39 2.14 -0.77 0.2090
H -3.27 -0.95 -0.55 0.2042
H -4.44 0.39 -0.67 0.1881
C 1.37 -0.26 -0.35 -0.6443
C 2.00 -0.24 1.11 -0.0636
O 2.93 -1.35 1.16 -0.7249
H 0.65 -1.08 -0.36 0.2152
H 0.90 0.77 -0.52 0.2059
H 2.11 -0.39 -1.20 0.2052
H 1.23 -0.22 1.95 0.1912
H 2.58 0.67 1.17 0.1549
H 3.44 -1.30 0.34 0.4619
```

Total charge: 0
Gap between HOMO and LUMO, eV: 11.13
Structure (SMILES): C=C.CCO

***

Run ii
C4H10O | ωB97M-V with the def2-TZVPD basis set

```
15
Properties=species:S:1:pos:R:3:nbo_charge:R:1
C -1.06 -0.63 0.83 -0.6448
C -0.08 0.15 -0.07 0.2385
C 0.07 -0.49 -1.45 -0.6158
C 1.27 0.40 0.59 -0.6320
O -0.70 1.42 -0.36 -0.7353
H -0.66 -0.87 1.83 0.2073
H -1.88 0.08 0.94 0.2288
H -1.45 -1.55 0.39 0.2145
H -0.92 -0.70 -1.87 0.2153
H 0.58 0.22 -2.11 0.2185
H 0.64 -1.43 -1.42 0.2078
H 1.90 -0.50 0.66 0.2157
H 1.82 1.15 0.01 0.2176
H 1.14 0.78 1.62 0.2024
H -0.66 1.98 0.42 0.4615
```

Total charge: 0
Gap between HOMO and LUMO, eV: 11.22
Structure (SMILES): CC(C)(C)O

***

It is run ii that is most stable; the runner-up trails by 48.6 kcal/mol.

***

Run i
C4H10O | ωB97M-V with the def2-TZVPD basis set

```
15
Properties=species:S:1:pos:R:3:nbo_charge:R:1
C -1.86 0.35 -0.96 -0.6043
C -0.58 0.64 -0.15 -0.4157
C 0.45 -0.48 0.11 0.0898
C 1.84 0.08 0.64 -0.6287
O -0.15 -1.36 1.04 -0.7230
H -2.47 -0.45 -0.51 0.2138
H -1.62 0.06 -1.99 0.2005
H -2.50 1.24 -1.01 0.2093
H -0.04 1.45 -0.63 0.1997
H -0.87 0.99 0.85 0.2075
H 1.00 -0.91 -0.70 0.1651
H 2.34 0.77 -0.07 0.2077
H 1.62 0.58 1.57 0.2042
H 2.57 -0.73 0.82 0.2026
H 0.26 -2.23 0.98 0.4718
```

Total charge: 0
Gap between HOMO and LUMO, eV: 10.79
Structure (SMILES): CC[C@@H](C)O

***

Run ii
C4H10O | ωB97M-V with the def2-TZVPD basis set

```
15
Properties=species:S:1:pos:R:3:nbo_charge:R:1
C -0.66 -1.45 1.31 -0.6837
C -0.80 -1.31 -0.22 0.2891
O -1.68 -1.95 -0.84 -0.5489
H 0.25 -1.27 -0.64 0.1109
H -1.65 -1.45 1.76 0.2228
H -0.08 -0.62 1.70 0.2096
H -0.15 -2.39 1.53 0.2398
C 1.07 1.64 -0.06 -0.6435
C 0.25 1.01 -1.14 -0.4335
H 0.43 2.09 0.71 0.2149
H 1.70 2.43 -0.48 0.2217
H 1.72 0.91 0.42 0.2082
H 0.83 0.53 -1.92 0.2097
H -0.49 1.67 -1.60 0.2086
H -0.74 0.16 -0.53 0.1745
```

Total charge: 0
Gap between HOMO and LUMO, eV: 9.32

***

Run iii
C4H10O | ωB97M-V with the def2-TZVPD basis set

```
15
Properties=species:S:1:pos:R:3:nbo_charge:R:1
C -1.82 1.41 -0.28 -0.4083
C -0.97 0.37 -0.20 -0.1706
C -1.41 -1.03 0.11 -0.6588
H -1.52 2.36 -0.70 0.1988
H -2.88 1.31 -0.06 0.1895
H 0.17 0.54 -0.56 0.1898
H -1.03 -1.71 -0.66 0.2182
H -1.01 -1.34 1.07 0.2100
H -2.50 -1.14 0.13 0.2196
C 2.28 0.13 -0.05 -0.2381
O 2.40 -0.73 1.08 -0.7170
H 3.18 0.75 -0.08 0.1868
H 2.26 -0.45 -0.98 0.1583
H 1.26 0.78 0.06 0.1604
H 1.59 -1.26 1.11 0.4613
```

Total charge: 0
Gap between HOMO and LUMO, eV: 10.65
Structure (SMILES): C=CC.CO

***

It is run i that is most stable; the runner-up trails by 38.3 kcal/mol.

***

Run i
C4H10O | ωB97M-V with the def2-TZVPD basis set

```
15
Properties=species:S:1:pos:R:3:nbo_charge:R:1
C 1.50 -0.41 -0.02 -0.5577
C 0.64 0.19 0.82 0.3430
C 0.90 1.47 1.55 -0.6601
O -0.60 -0.30 1.12 -0.6836
H 2.47 0.03 -0.21 0.2114
H 1.26 -1.34 -0.51 0.1960
H 1.87 1.89 1.26 0.2209
H 0.11 2.20 1.32 0.2248
H 0.89 1.30 2.63 0.2256
H -0.74 -1.11 0.61 0.4814
C -1.70 -0.76 -1.90 -0.8658
H -1.96 -0.04 -1.12 0.2228
H -0.68 -0.57 -2.23 0.2206
H -1.77 -1.78 -1.50 0.2017
H -2.39 -0.67 -2.74 0.2190
```

Total charge: 0
Gap between HOMO and LUMO, eV: 9.78
Structure (SMILES): C=C(C)O.C

***

Run ii
C4H10O | ωB97M-V with the def2-TZVPD basis set

```
15
Properties=species:S:1:pos:R:3:nbo_charge:R:1
C 0.11 1.37 0.79 -0.6203
C -0.12 -0.04 0.21 0.2419
C 1.24 -0.59 -0.24 -0.6271
C -1.08 -0.24 -0.99 -0.6318
O -0.64 -0.76 1.32 -0.7234
H 0.79 1.97 0.18 0.2069
H -0.81 1.93 0.98 0.2147
H 0.60 1.23 1.77 0.2243
H 2.05 -0.31 0.44 0.2141
H 1.21 -1.68 -0.32 0.2039
H 1.47 -0.18 -1.23 0.2080
H -0.72 0.18 -1.93 0.2122
H -1.15 -1.33 -1.17 0.1985
H -2.11 0.11 -0.83 0.2182
H -0.84 -1.65 1.02 0.4597
```

Total charge: 0
Gap between HOMO and LUMO, eV: 11.10
Structure (SMILES): CC(C)(C)O

***

Run iii
C4H10O | ωB97M-V with the def2-TZVPD basis set

```
15
Properties=species:S:1:pos:R:3:nbo_charge:R:1
C -0.88 1.67 -0.56 -0.6200
C 0.31 0.84 -0.16 -0.4323
C -0.05 -0.65 0.14 0.1114
C 1.14 -1.60 0.14 -0.6230
O -0.67 -0.70 1.43 -0.7363
H -1.26 2.27 0.26 0.2133
H -0.64 2.36 -1.37 0.2143
H -1.74 1.09 -0.92 0.1993
H 0.70 1.11 0.83 0.2173
H 1.14 0.86 -0.87 0.2011
H -0.73 -1.04 -0.63 0.1508
H 0.81 -2.63 0.10 0.2131
H 1.74 -1.45 1.04 0.2137
H 1.78 -1.43 -0.73 0.2061
H -1.63 -0.69 1.31 0.4712
```

Total charge: 0
Gap between HOMO and LUMO, eV: 11.13
Structure (SMILES): CC[C@@H](C)O

***

It is run ii that is most stable; the runner-up trails by 5.4 kcal/mol.

***

Run i
C4H10O | ωB97M-V with the def2-TZVPD basis set

```
15
Properties=species:S:1:pos:R:3:nbo_charge:R:1
C 1.43 1.75 -0.61 -0.6552
C 0.40 0.75 -1.02 -0.1975
C 0.30 -0.50 -0.59 -0.1803
C 1.35 -1.22 0.24 -0.6544
H 1.15 2.40 0.23 0.2200
H 1.54 2.36 -1.52 0.2142
H 2.40 1.28 -0.38 0.2092
H -0.41 1.14 -1.65 0.1961
H -0.60 -1.07 -0.85 0.2041
H 0.91 -1.28 1.25 0.2158
H 2.32 -0.68 0.32 0.2096
H 1.55 -2.24 -0.12 0.2181
O -4.07 -0.87 1.16 -0.9401
H -4.62 -1.51 1.68 0.4697
H -3.64 -0.30 1.84 0.4707
```

Total charge: 0
Gap between HOMO and LUMO, eV: 9.90
Structure (SMILES): C/C=C\C.O

***

Run ii
C4H10O | ωB97M-V with the def2-TZVPD basis set

```
15
Properties=species:S:1:pos:R:3:nbo_charge:R:1
C 0.12 -0.88 1.57 0.0060
O 0.10 -1.47 -1.49 -1.3339
C -0.84 -0.14 0.77 -0.4471
C 0.47 0.53 0.33 -0.4743
C 0.09 1.33 -0.99 -0.5488
H 0.58 -1.75 1.04 0.2777
H 0.11 -0.89 2.63 0.2146
H 0.12 -2.23 -2.11 0.4351
H -1.35 -0.70 -0.09 0.3523
H -1.56 0.59 1.25 0.2288
H 0.89 1.22 1.07 0.2223
H 1.24 -0.05 -0.09 0.3305
H -0.81 1.97 -0.83 0.1980
H 0.99 1.94 -1.32 0.2198
H -0.15 0.53 -1.74 0.3190
```

Total charge: 0
Gap between HOMO and LUMO, eV: 5.58

***

It is run i that is most stable; the runner-up trails by 116.6 kcal/mol.

***

Run i
C4H10O | ωB97M-V with the def2-TZVPD basis set

```
15
Properties=species:S:1:pos:R:3:nbo_charge:R:1
C 0.06 1.57 -2.47 -0.4260
C -0.77 0.54 -2.20 -0.1767
C -0.22 -0.87 -2.26 -0.6694
H -0.25 2.48 -3.00 0.1969
H 1.09 1.57 -2.12 0.1820
H -1.73 0.93 -1.89 0.2105
H -1.02 -1.55 -2.56 0.2385
H 0.73 -0.68 -2.75 0.2336
H 0.01 -1.24 -1.25 0.2102
C 0.32 -0.12 3.57 -0.2467
O -0.02 -1.47 3.25 -0.7279
H 0.95 0.32 2.80 0.1660
H -0.60 0.47 3.62 0.1788
H 0.81 -0.11 4.55 0.1656
H 0.65 -1.85 2.71 0.4645
```

Total charge: 0
Gap between HOMO and LUMO, eV: 9.46
Structure (SMILES): C=CC.CO

***

Run ii
C4H10O | ωB97M-V with the def2-TZVPD basis set

```
15
Properties=species:S:1:pos:R:3:nbo_charge:R:1
C -2.49 -1.74 -0.13 0.2730
O -1.84 -2.45 0.59 -0.4948
H -2.71 -2.04 -1.17 0.1118
H -2.87 -0.77 0.24 0.1109
C 0.04 1.56 -0.30 -0.6034
C 1.23 0.91 0.42 -0.3912
C 1.50 -0.52 0.03 -0.6131
H 0.10 1.46 -1.37 0.2026
H 0.02 2.60 0.01 0.2077
H -0.86 1.13 0.15 0.1935
H 1.04 0.99 1.50 0.1922
H 2.10 1.55 0.31 0.1912
H 2.42 -0.90 0.48 0.2110
H 0.63 -1.15 0.27 0.2117
H 1.70 -0.64 -1.03 0.1971
```

Total charge: 0
Gap between HOMO and LUMO, eV: 11.10
Structure (SMILES): C=O.CCC

***

Run iii
C4H10O | ωB97M-V with the def2-TZVPD basis set

```
15
Properties=species:S:1:pos:R:3:nbo_charge:R:1
C -0.30 -0.49 1.45 -0.4973
C -0.41 -0.13 0.17 0.0776
C -0.95 1.21 -0.25 -0.6519
C -0.14 -1.09 -0.96 -0.6559
H -0.02 -1.50 1.72 0.2006
H -0.61 0.18 2.25 0.2047
H -0.98 1.93 0.57 0.2196
H -0.38 1.65 -1.08 0.2290
H -1.98 1.06 -0.60 0.2170
H -1.10 -1.42 -1.36 0.2225
H 0.41 -0.63 -1.78 0.2218
H 0.40 -1.99 -0.64 0.2139
O 2.01 0.78 0.07 -0.9524
H 1.50 0.35 0.78 0.4874
H 2.52 0.07 -0.33 0.4634
```

Total charge: 0
Gap between HOMO and LUMO, eV: 10.34
Structure (SMILES): C=C(C)C.O

***

It is run iii that is most stable; the runner-up trails by 8.3 kcal/mol.

***

Run i
C4H10O | ωB97M-V with the def2-TZVPD basis set

```
15
Properties=species:S:1:pos:R:3:nbo_charge:R:1
C -1.79 0.25 0.01 -0.4193
O 0.25 1.56 -0.61 -1.0582
C -0.79 -0.70 -0.02 -0.1357
C 0.38 -0.74 0.86 -0.4589
C 1.61 -0.81 -0.08 -0.6450
H -2.54 0.06 -0.79 0.2223
H -2.06 0.82 0.92 0.2519
H 0.33 1.88 -1.51 0.4641
H -0.56 0.67 -0.42 0.4241
H -1.13 -1.64 -0.38 0.2287
H 0.35 -1.46 1.65 0.2254
H 0.38 0.27 1.28 0.2205
H 2.49 -0.81 0.51 0.2125
H 1.54 -1.56 -0.82 0.1908
H 1.27 0.08 -0.63 0.2768
```

Total charge: 0
Gap between HOMO and LUMO, eV: 9.56

***

Run ii
C4H10O | ωB97M-V with the def2-TZVPD basis set

```
15
Properties=species:S:1:pos:R:3:nbo_charge:R:1
H -1.70 -0.21 2.43 -0.0448
H -0.95 -0.29 2.42 0.0337
C 1.93 -0.79 -0.56 -0.7264
C 0.91 -0.84 0.54 0.4502
O 1.02 -0.20 1.56 -0.5372
H 1.46 -0.85 -1.55 0.2265
H 2.52 0.13 -0.47 0.2346
H 2.60 -1.65 -0.45 0.2414
H 0.05 -1.53 0.40 0.1158
C -1.89 0.81 -0.52 -0.3782
C -0.72 1.27 -0.93 -0.4056
H -2.53 0.20 -1.16 0.1925
H -2.26 1.00 0.48 0.2023
H -0.34 1.08 -1.93 0.1910
H -0.08 1.86 -0.27 0.2040
```

Total charge: 0
Gap between HOMO and LUMO, eV: 11.00
Structure (SMILES): [H][H].CC=O.C=C

***

It is run ii that is most stable; the runner-up trails by 45.3 kcal/mol.

***

Run i
C4H10O | ωB97M-V with the def2-TZVPD basis set

```
15
Properties=species:S:1:pos:R:3:nbo_charge:R:1
H -0.62 -1.22 2.66 -0.0405
H -0.17 -1.48 2.12 0.0309
C 0.46 -0.79 -1.97 -0.7269
C 0.10 -1.25 -0.58 0.4494
O 0.90 -1.70 0.20 -0.5360
H -0.14 0.07 -2.28 0.2253
H 1.53 -0.56 -2.01 0.2349
H 0.26 -1.61 -2.67 0.2420
H -0.98 -1.17 -0.30 0.1152
C -0.70 1.57 1.27 -0.3770
C 0.25 1.67 0.34 -0.4063
H -1.72 1.91 1.09 0.1926
H -0.49 1.13 2.24 0.2023
H 0.05 2.11 -0.64 0.1908
H 1.26 1.32 0.52 0.2034
```

Total charge: 0
Gap between HOMO and LUMO, eV: 10.99
Structure (SMILES): [H][H].CC=O.C=C

***

Run ii
C4H10O | ωB97M-V with the def2-TZVPD basis set

```
15
Properties=species:S:1:pos:R:3:nbo_charge:R:1
C 1.58 -2.41 2.46 -0.3933
C 0.82 -2.25 1.37 -0.3829
H 2.64 -2.61 2.32 0.1893
H 1.16 -2.54 3.45 0.1974
H 1.16 -2.68 0.44 0.1972
H -0.15 -1.77 1.42 0.1915
C -1.65 1.31 -0.36 -0.6358
C -0.94 1.83 -1.59 -0.0655
O 0.33 1.16 -1.71 -0.7438
H -0.96 1.50 0.46 0.2046
H -2.65 1.75 -0.27 0.2130
H -1.82 0.23 -0.40 0.2161
H -0.76 2.90 -1.70 0.1693
H -1.39 1.46 -2.54 0.1795
H 1.02 1.47 -1.10 0.4632
```

Total charge: 0
Gap between HOMO and LUMO, eV: 10.66
Structure (SMILES): C=C.CCO

***

Run iii
C4H10O | ωB97M-V with the def2-TZVPD basis set

```
15
Properties=species:S:1:pos:R:3:nbo_charge:R:1
C -1.14 -1.40 -0.44 -0.3778
C -0.10 -1.01 0.29 -0.2172
C 1.09 -0.24 -0.24 -0.4419
C 1.49 0.99 0.57 -0.6050
H -1.22 -1.14 -1.50 0.1927
H -1.98 -1.94 -0.02 0.2112
H -0.07 -1.27 1.35 0.2022
H 0.89 0.05 -1.28 0.2005
H 1.93 -0.94 -0.27 0.2149
H 0.70 1.75 0.56 0.2096
H 1.68 0.73 1.62 0.2056
H 2.40 1.43 0.17 0.2136
O -2.24 1.09 -0.09 -0.9451
H -1.53 0.54 0.25 0.4779
H -1.91 1.36 -0.96 0.4588
```

Total charge: 0
Gap between HOMO and LUMO, eV: 10.82
Structure (SMILES): C=CCC.O

***

It is run iii that is most stable; the runner-up trails by 25.4 kcal/mol.

***

Run i
C4H9O3 | ωB97M-V with the def2-TZVPD basis set

```
16
Properties=species:S:1:pos:R:3:nbo_charge:R:1
C -1.17 0.52 0.00 -0.4998
C -2.55 -0.09 0.26 -0.6018
C -0.37 0.74 1.30 0.7262
O -0.80 1.79 1.93 -0.1580
O 0.52 0.02 1.70 -0.5969
H -0.52 -0.08 -0.64 0.2558
H -1.29 1.51 -0.43 0.2260
H -2.47 -1.12 0.60 0.2222
H -3.18 0.02 -0.61 0.2239
H -3.01 0.43 1.11 0.2154
C 2.67 -0.54 -1.16 -0.2450
O 1.95 -1.39 -0.29 -0.7429
H 1.62 -0.84 0.45 0.4888
H 2.04 0.26 -1.57 0.1437
H 3.52 -0.05 -0.67 0.1611
H 3.02 -1.17 -1.98 0.1813
```

Spin multiplicity: 2
Total charge: 0
Gap between HOMO and LUMO (alpha / beta), eV: 10.69 / 6.58

***

Run ii
C4H9O3 | ωB97M-V with the def2-TZVPD basis set

```
16
Properties=species:S:1:pos:R:3:nbo_charge:R:1
C -1.90 -0.76 1.81 -0.0842
C -1.67 -0.85 0.34 -0.6509
O -0.85 0.01 2.32 -0.7317
H -2.72 -0.17 2.14 0.1887
H -1.68 -1.80 2.21 0.1754
H -2.56 -0.70 -0.33 0.2194
H -0.22 0.31 1.63 0.4601
H -1.48 -1.84 -0.13 0.2277
H -0.83 -0.19 0.02 0.1945
C 2.08 1.60 -1.67 -0.5120
C 1.88 -0.12 -1.19 0.8000
O 0.98 -0.69 -1.76 -0.5372
O 2.76 -0.38 -0.43 -0.4447
H 1.26 1.98 -0.92 0.2357
H 1.87 1.64 -2.71 0.2296
H 3.07 1.97 -1.33 0.2295
```

Spin multiplicity: 2
Total charge: 0
Gap between HOMO and LUMO (alpha / beta), eV: 10.51 / 6.72

***

It is run i that is most stable; the runner-up trails by 31.3 kcal/mol.